# 1
ORCA calculation (ωB97M-V/def2-TZVPD) on the molecule C5H6O.

Geometry as XYZ:
```
12
Properties=species:S:1:pos:R:3:forces:R:3
C -1.129 -1.598 1.210 -0.092 0.416 -0.170
C -1.179 -0.498 0.724 0.099 -0.560 0.229
C -0.997 0.808 0.096 0.037 -0.001 0.033
C 0.468 0.999 -0.350 0.164 0.275 -0.050
C 1.307 -0.222 -0.676 0.060 0.071 -0.032
O 0.923 2.118 -0.412 -0.204 -0.362 -0.020
H -1.056 -2.574 1.632 -0.132 0.114 -0.013
H -1.660 0.923 -0.774 0.238 -0.095 0.079
H -1.248 1.629 0.777 0.100 -0.170 -0.095
H 2.241 0.114 -1.130 -0.144 -0.022 0.037
H 0.793 -0.926 -1.339 -0.031 0.189 0.113
H 1.536 -0.774 0.242 -0.093 0.146 -0.110
```
Positions in Å, forces in eV/Å.

---

# 2
ORCA calculation (ωB97M-V/def2-TZVPD) on a structure of composition C3H5O4Yb at a distorted geometry.

Geometry as XYZ:
```
13
Properties=species:S:1:pos:R:3:forces:R:3
O -0.429 0.546 0.074 1.531 -2.660 1.758
C -0.654 1.936 -0.073 -0.893 0.840 -1.845
C -1.146 -0.459 -0.541 -0.857 2.469 -1.818
O -1.773 2.388 -0.072 0.480 -0.440 0.418
O 0.480 2.443 -0.329 0.067 0.708 0.729
C -0.604 -1.248 -1.483 -0.499 -1.069 1.170
H -2.208 -0.206 -0.489 0.074 -0.322 -0.300
H 1.058 -1.445 1.589 1.900 1.649 0.522
H -1.255 -1.695 -2.234 -0.051 -0.324 0.612
H 0.364 -1.727 -1.344 0.357 0.878 -0.591
O 1.834 -0.785 1.747 -2.018 -1.751 -0.556
H 2.190 -0.952 2.625 0.040 -0.166 0.201
Yb 2.142 1.204 0.530 -0.131 0.188 -0.300
```
Positions in Å, forces in eV/Å.

Multiplicity ... 2
⟨S²⟩ ... 0.751

---

# 3
ORCA calculation (ωB97M-V/def2-TZVPD) on a cluster of 11 separate species, C22H66O11S5 in total at a distorted geometry.

Geometry as XYZ:
```
104
Properties=species:S:1:pos:R:3:forces:R:3
C 2.609 0.730 -4.555 4.518 -0.617 -6.361
C 4.066 1.036 -4.083 -0.676 -0.775 -3.911
O 4.390 0.176 -3.072 -4.004 -1.670 -0.021
H 2.032 0.903 -3.825 -5.020 1.684 5.260
H 2.475 -0.351 -4.819 0.477 0.867 0.125
H 2.395 1.361 -5.538 0.243 -1.196 2.239
H 4.231 2.108 -3.922 -0.013 -0.214 0.294
H 4.584 0.693 -5.024 0.506 0.881 0.815
H 5.163 0.303 -2.644 3.922 1.026 1.644
C -1.540 -1.407 3.713 0.742 1.264 0.716
C -0.898 -2.622 4.331 1.144 -0.438 -1.770
O -1.716 -3.848 4.154 0.934 3.040 -1.523
H -0.787 -0.368 3.829 -2.536 -3.276 -0.409
H -2.486 -1.322 4.319 0.475 0.682 -1.425
H -1.619 -1.771 2.630 -0.569 1.358 1.329
H -0.466 -2.542 5.295 -0.713 0.222 1.760
H 0.054 -2.651 3.811 0.261 -1.102 -0.802
H -1.520 -4.247 4.958 0.058 -1.820 2.100
C -1.447 -2.433 -3.513 -1.222 -0.051 -2.081
C -1.661 -3.821 -2.932 6.077 -2.352 -5.520
O -2.173 -4.732 -3.965 1.803 -1.869 -0.244
H -1.220 -1.708 -2.755 0.558 0.354 0.374
H -2.486 -2.124 -3.888 1.368 -0.327 0.274
H -0.729 -2.368 -4.434 -1.194 -0.313 1.949
H -2.102 -3.858 -2.073 -4.108 0.054 4.663
H -0.703 -4.391 -2.590 -0.674 1.548 -0.664
H -1.446 -5.469 -4.235 -2.556 2.992 1.275
C 1.587 -0.239 3.172 2.301 0.598 -2.164
C 2.967 0.021 2.466 0.664 -0.729 -0.461
O 3.074 -0.866 1.311 -2.621 -1.147 2.007
H 0.946 -0.333 2.218 -0.013 0.288 2.368
H 1.461 0.453 4.013 -0.823 0.640 -0.998
H 1.733 -1.138 3.753 -0.234 -0.889 -0.591
H 3.833 0.050 3.112 0.308 -1.758 1.086
H 3.350 0.881 1.989 -1.683 2.721 -0.401
H 3.880 -0.735 0.887 2.216 0.357 -1.035
C 0.432 1.875 -0.095 -1.565 -3.461 -0.481
C -0.133 0.448 -0.485 1.175 0.617 0.634
O 0.812 -0.039 -1.446 -1.032 -0.379 0.249
H 1.360 1.764 0.354 2.121 0.161 0.387
H -0.201 2.225 0.616 -1.979 1.405 2.572
H 0.311 2.508 -0.915 0.565 0.907 -1.511
H -1.069 0.675 -0.981 -0.431 -0.744 -0.027
H -0.220 -0.342 0.394 -0.150 1.810 -1.531
H 1.581 0.004 -0.888 1.237 -0.402 -0.266
C 2.201 3.866 3.307 -1.219 3.193 5.319
C 1.794 3.189 4.642 -2.880 3.986 -6.142
O 0.453 3.094 4.734 -0.637 -1.287 -9.280
H 1.810 4.987 3.552 1.180 -2.319 -1.090
H 1.642 3.504 2.525 -0.579 -1.090 -2.039
H 3.255 3.835 3.394 1.227 0.172 -1.245
H 2.099 3.594 5.447 2.777 4.569 5.384
H 2.093 2.335 4.855 3.697 -8.578 0.248
H 0.118 3.207 5.494 -3.562 1.392 8.840
C -0.071 -6.260 1.523 -0.132 -0.057 -1.078
S 1.101 -4.901 1.522 1.807 -2.438 -0.244
O 2.247 -5.443 0.600 -2.290 1.611 1.306
C 0.160 -3.676 0.690 1.248 3.679 6.925
H -0.276 -6.591 0.454 -0.242 0.816 1.283
H -0.905 -6.004 2.190 -0.069 -0.117 -0.587
H 0.472 -7.085 1.933 0.380 -0.468 0.524
H 0.096 -3.845 -0.218 -0.489 -2.103 -8.846
H 0.870 -2.828 0.776 -0.438 -0.032 -0.124
H -0.822 -3.283 0.974 0.188 -0.753 0.943
C -2.429 2.397 -4.187 1.322 -1.865 2.378
S -4.060 1.645 -4.649 -1.553 1.620 -0.741
O -4.850 2.776 -5.384 1.830 -1.923 1.286
C -3.420 0.540 -5.917 2.060 0.267 -0.062
H -2.188 2.891 -5.092 0.793 0.672 -0.748
H -1.524 1.617 -3.780 -2.760 1.922 -1.426
H -2.576 3.125 -3.338 -0.148 -0.777 -1.074
H -2.816 1.142 -6.614 -0.437 0.106 -0.017
H -4.200 0.024 -6.521 0.587 0.041 1.051
H -2.583 -0.028 -5.375 -1.704 -0.108 -0.811
C 5.272 -3.967 -1.148 2.124 -0.224 2.811
S 4.388 -3.462 -2.598 -0.748 -2.265 -1.584
O 4.244 -4.772 -3.413 0.211 2.259 1.298
C 2.778 -3.149 -1.771 -0.618 4.525 -2.342
H 5.609 -3.180 -0.412 -1.586 0.169 -0.671
H 6.369 -4.348 -1.129 -2.049 -0.314 -1.543
H 4.551 -4.650 -0.668 0.820 -0.020 0.194
H 2.048 -2.790 -2.633 1.673 -0.756 1.248
H 2.925 -2.108 -1.239 -0.273 -2.242 -0.451
H 2.190 -3.871 -1.269 0.456 -1.148 0.957
C -1.419 5.417 1.861 0.558 -2.544 2.713
S -2.643 6.349 2.742 -0.900 1.195 -0.546
O -3.942 5.956 2.118 -0.012 -0.050 0.055
C -2.596 5.536 4.327 1.559 -2.742 -1.813
H -0.507 5.363 2.500 -0.428 0.147 -0.430
H -1.176 5.868 0.959 0.158 0.823 -1.706
H -1.777 4.348 1.758 0.212 1.217 -0.123
H -1.695 5.824 4.850 0.229 -0.009 0.173
H -2.534 4.430 3.983 -0.218 1.494 1.201
H -3.460 5.730 4.895 -1.104 0.348 0.427
C -3.587 3.223 -0.384 -1.510 3.884 -2.164
S -4.750 1.873 -0.536 2.621 -2.446 -1.525
O -4.134 0.983 -1.651 -1.351 1.601 1.436
C -4.083 1.145 0.935 -1.480 -4.906 -0.782
H -3.987 3.720 -1.291 0.283 0.089 -0.450
H -2.540 3.100 -0.779 -0.768 -0.471 1.404
H -3.934 4.182 0.228 1.242 -2.428 -0.044
H -4.233 1.944 1.525 0.431 2.451 3.064
H -3.084 0.754 0.691 -0.159 0.717 0.297
H -4.688 0.244 1.360 0.812 1.568 -0.962
```
Positions in Å, forces in eV/Å.

---

# 4
ORCA calculation (ωB97M-V/def2-TZVPD) on the ion C3H6NO2 with charge +1 at a distorted geometry.

Geometry as XYZ:
```
12
Properties=species:S:1:pos:R:3:forces:R:3
N -1.885 0.481 -0.056 1.862 0.576 -0.157
C -0.550 0.661 0.120 -1.449 -3.687 -1.038
C 0.377 -0.445 0.050 -0.867 0.823 0.758
O -0.267 -1.640 -0.025 0.450 -2.002 0.489
C 1.768 -0.424 0.059 -3.121 -0.161 -0.842
O 2.567 0.576 -0.084 1.607 0.030 0.391
H -2.307 -0.387 -0.380 0.910 -0.270 0.373
H -2.568 1.223 -0.162 0.643 0.473 0.431
H -0.082 1.556 0.336 -0.045 2.307 0.234
H 0.239 -2.426 0.349 -0.874 1.593 -0.700
H 2.085 -1.470 -0.036 1.311 0.724 0.102
H 2.285 1.492 0.068 -0.425 -0.407 -0.042
```
Positions in Å, forces in eV/Å.

Total charge ... +1

---

# 5
ORCA calculation (ωB97M-V/def2-TZVPD) on a cluster of 7 separate species, C25H53N8O7S in total at a distorted geometry.

Geometry as XYZ:
```
94
Properties=species:S:1:pos:R:3:forces:R:3
C -0.098 -0.362 1.581 -0.835 -0.081 0.248
C -1.637 -0.381 1.935 1.258 -1.554 0.991
C -1.859 -1.576 2.978 -1.416 0.905 -0.690
C -3.390 -1.944 2.849 1.455 0.178 -0.339
C -3.449 -3.112 1.810 -0.195 1.270 0.611
S -5.237 -3.634 1.493 -0.897 0.097 0.263
C -6.271 -2.183 1.603 0.413 1.223 -0.941
N -6.700 -1.453 0.588 0.479 -1.317 -0.078
N -7.487 -0.441 1.051 -0.235 0.184 1.804
C -7.484 -0.566 2.358 0.191 -0.313 -0.869
O -6.750 -1.622 2.761 -0.022 -0.336 0.357
H 0.426 0.147 2.423 -0.053 -0.140 -0.768
H 0.239 -1.424 1.596 -0.208 0.758 -0.153
H 0.116 0.082 0.586 0.137 0.024 0.706
H -2.237 -0.585 1.016 0.318 0.382 0.593
H -1.945 0.558 2.459 0.046 -0.170 -0.860
H -1.642 -1.143 3.987 -0.294 -0.366 -0.395
H -3.857 -2.222 3.822 0.121 -0.002 -0.690
H -3.923 -1.063 2.387 -0.156 -0.657 0.505
H -3.053 -2.779 0.826 -0.115 -0.316 0.774
H -2.918 -4.006 2.191 -0.538 0.432 -0.353
H -7.994 0.019 3.132 0.336 -0.277 -0.603
C 2.921 2.274 -0.827 0.025 -0.330 0.044
C 3.252 0.845 -0.478 -0.239 -0.292 0.006
O 2.511 -0.083 -0.763 0.150 0.066 -0.161
N 4.424 0.605 0.177 -0.176 0.254 -0.197
C 5.431 1.559 0.600 -0.156 -0.378 -0.041
H 1.965 2.305 -1.341 0.057 -0.075 0.068
H 2.844 2.875 0.079 0.087 0.120 -0.110
H 3.682 2.688 -1.489 -0.015 0.158 0.126
H 4.577 -0.371 0.377 0.001 0.059 0.059
H 6.373 1.295 0.127 0.078 0.269 0.162
H 5.547 1.485 1.683 0.195 0.199 -0.019
H 5.164 2.578 0.334 -0.176 -0.085 -0.005
C -6.002 -7.336 2.737 0.020 0.004 -0.046
C -4.499 -7.210 2.769 0.132 0.269 -0.271
O -3.884 -6.551 1.950 -0.023 -0.167 0.004
N -3.827 -7.865 3.760 -0.248 -0.050 -0.090
C -4.369 -8.690 4.818 0.562 0.152 -0.093
H -6.391 -6.762 1.900 0.120 0.061 0.080
H -6.289 -8.382 2.605 -0.078 0.010 0.149
H -6.434 -6.940 3.656 -0.117 -0.097 -0.042
H -2.827 -7.735 3.718 -0.049 0.046 0.035
H -4.082 -8.260 5.780 -0.177 -0.153 0.118
H -3.939 -9.692 4.738 -0.178 -0.094 0.171
H -5.452 -8.759 4.764 0.044 0.064 -0.067
C -11.426 -5.574 1.812 -0.061 -0.068 0.052
C -9.987 -5.118 1.834 0.477 0.087 0.086
O -9.178 -5.560 2.636 -0.214 -0.168 0.075
N -9.603 -4.186 0.926 -0.261 -0.215 0.156
C -10.402 -3.544 -0.098 0.507 0.137 0.077
H -11.576 -6.315 2.594 0.138 0.056 -0.011
H -12.093 -4.731 2.001 -0.069 -0.045 -0.147
H -11.663 -6.031 0.850 -0.123 0.117 -0.004
H -8.628 -3.930 1.001 0.012 0.053 -0.072
H -9.957 -3.755 -1.072 -0.185 0.101 -0.090
H -10.382 -2.465 0.070 -0.139 0.016 -0.172
H -11.431 -3.891 -0.089 0.058 -0.048 0.069
C 1.265 6.950 -0.728 -0.097 -0.040 0.052
C 2.252 6.082 -1.469 0.140 -0.278 -0.125
O 2.105 4.873 -1.565 -0.115 0.308 -0.020
N 3.327 6.687 -2.039 -0.369 -0.064 0.349
C 3.673 8.092 -2.037 0.197 -0.312 -0.225
H 0.467 6.324 -0.333 0.107 -0.068 -0.073
H 1.756 7.453 0.106 -0.059 0.137 -0.072
H 0.826 7.685 -1.405 0.056 0.111 0.112
H 3.944 6.047 -2.517 0.012 0.179 -0.148
H 3.729 8.432 -3.071 0.064 0.213 0.104
H 4.654 8.208 -1.573 -0.030 0.255 -0.025
H 2.946 8.692 -1.498 -0.023 -0.134 0.042
C 3.973 6.484 -6.559 -0.073 -0.034 0.052
C 5.080 7.012 -5.683 0.071 -0.021 0.236
O 5.039 6.926 -4.465 0.059 -0.033 -0.096
N 6.146 7.598 -6.289 -0.309 -0.137 -0.017
C 6.378 7.794 -7.707 0.356 0.164 0.381
H 3.199 6.049 -5.931 0.116 0.047 0.062
H 3.531 7.296 -7.141 0.038 -0.095 -0.126
H 4.355 5.709 -7.225 -0.067 0.092 -0.110
H 6.845 7.926 -5.640 -0.010 -0.015 -0.046
H 7.305 7.289 -7.983 -0.071 0.024 -0.232
H 6.488 8.863 -7.899 -0.029 -0.052 -0.238
H 5.563 7.403 -8.309 -0.004 -0.009 0.098
C 10.280 -0.545 1.370 0.027 0.024 0.069
C 9.052 -0.377 0.511 -0.333 0.106 -0.012
O 8.052 0.195 0.914 0.385 -0.188 0.096
N 9.084 -0.889 -0.749 0.195 0.067 0.288
C 10.166 -1.595 -1.405 -0.496 0.097 -0.241
H 10.101 -0.087 2.340 -0.114 0.003 -0.099
H 10.495 -1.604 1.521 0.143 0.041 -0.058
H 11.136 -0.051 0.907 0.070 -0.148 0.014
H 8.228 -0.740 -1.263 0.033 -0.043 0.007
H 10.448 -1.045 -2.305 0.204 -0.139 -0.008
H 9.812 -2.586 -1.695 0.235 -0.059 -0.038
H 11.033 -1.698 -0.761 -0.078 0.044 0.034
```
Positions in Å, forces in eV/Å.

Total charge ... -1

---

Number 1: E -269.28760 Eh. Number 2: E -1576.89868 Eh. Number 3: E -3695.66330 Eh. Number 4: E -322.83908 Eh. Number 5: E -2347.24685 Eh.